[1]
This record from the Open Molecules 2025 dataset describes a 2-piece molecular cluster, C4Si overall. The level of theory is ωB97M-V with the def2-TZVPD basis set.

Output
**Energy relative to the best compared isomer or geometry (same formula, charge and spin)**: 156.1 kJ/mol
**E**: -441.403684 hartree
**HOMO level (spin up / spin down)**: -9.843 / -9.842 eV
**Kohn-Sham gap (spin up / spin down)**: 6.37 / 6.31 eV

Geometry as XYZ:
```
5
Properties=species:S:1:pos:R:3:nbo_charge:R:1
C -3.07 -0.43 -0.51 -0.01
C -3.26 0.10 0.52 0.01
C 3.13 1.08 -0.05 0.15
C 2.53 0.00 0.06 -1.30
Si 1.46 -1.45 0.04 1.15
```

---

[2]
This record from the Open Molecules 2025 dataset describes a 17-piece molecular cluster, C50H102O34 overall. The level of theory is ωB97M-V with the def2-TZVPD basis set.

Output
**E**: -4524.431453 hartree
**HOMO level**: -9.448 eV
**Kohn-Sham gap**: 9.62 eV

Geometry as XYZ:
```
186
Properties=species:S:1:pos:R:3:lowdin_charge:R:1
C -0.76 1.00 6.12 -0.20
C -0.51 1.31 4.62 -0.19
O 0.62 2.20 4.51 -0.13
O 0.38 0.48 6.80 -0.04
H -1.73 0.43 6.14 0.13
H -1.02 1.92 6.57 0.10
H -1.34 1.84 4.15 0.12
H -0.29 0.42 4.11 0.08
H 0.85 2.42 3.57 0.09
H 0.50 -0.45 6.87 0.05
C -3.45 -4.15 -1.89 -0.22
C -3.56 -5.15 -3.03 -0.22
O -4.45 -4.69 -4.09 -0.09
O -4.76 -3.88 -1.36 -0.06
H -2.89 -3.25 -2.28 0.10
H -2.78 -4.45 -1.06 0.11
H -3.95 -6.08 -2.66 0.11
H -2.58 -5.32 -3.50 0.11
H -4.61 -5.41 -4.74 0.10
H -5.24 -3.56 -2.13 0.08
C -1.78 -5.37 1.60 -0.22
C -0.87 -6.44 1.01 -0.24
O 0.45 -6.21 1.48 -0.07
O -1.54 -4.05 1.10 -0.08
H -1.60 -5.38 2.66 0.10
H -2.84 -5.52 1.36 0.13
H -0.98 -6.55 -0.05 0.10
H -1.10 -7.43 1.44 0.13
H 0.69 -5.34 1.09 0.05
H -0.62 -3.83 1.00 0.04
C 2.44 2.73 1.24 -0.23
C 3.73 2.98 1.94 -0.19
O 4.77 2.24 1.23 -0.10
O 1.51 3.52 1.97 -0.05
H 2.10 1.72 1.24 0.09
H 2.67 3.08 0.24 0.12
H 3.73 2.55 3.00 0.12
H 4.01 4.04 1.95 0.13
H 5.54 2.41 1.79 0.11
H 0.71 3.74 1.48 0.08
C 1.40 5.38 6.53 -0.27
C 0.44 5.71 5.34 -0.22
O -0.56 4.71 5.13 -0.06
O 2.16 4.24 6.33 -0.07
H 0.73 5.41 7.45 0.13
H 2.11 6.19 6.63 0.11
H 1.07 5.72 4.50 0.09
H -0.03 6.66 5.46 0.11
H -0.09 3.90 5.15 -0.01
H 1.62 3.46 6.05 0.08
C 6.09 3.21 -2.00 -0.22
C 6.69 2.05 -2.79 -0.21
O 5.79 1.54 -3.78 -0.10
O 4.76 3.15 -1.45 -0.10
H 6.07 4.09 -2.64 0.12
H 6.81 3.42 -1.16 0.13
H 6.90 1.17 -2.20 0.12
H 7.57 2.45 -3.26 0.11
H 5.40 2.29 -4.31 0.08
H 4.75 2.70 -0.58 0.04
C 3.29 0.58 5.16 -0.18
C 3.64 0.43 6.60 -0.25
O 4.83 -0.32 6.78 -0.06
O 3.26 -0.78 4.64 -0.08
H 3.96 1.17 4.49 0.12
H 2.29 1.04 5.14 0.09
H 2.84 -0.07 7.08 0.09
H 3.76 1.42 7.09 0.14
H 5.06 -0.38 7.72 0.10
H 4.16 -1.02 4.53 0.07
C 2.58 2.45 -5.02 -0.21
C 2.21 1.31 -4.16 -0.24
O 3.25 0.33 -3.95 -0.08
O 3.66 3.25 -4.50 -0.09
H 1.68 3.04 -5.16 0.10
H 3.04 2.15 -6.02 0.16
H 1.40 0.73 -4.57 0.11
H 1.97 1.63 -3.17 0.10
H 4.05 0.78 -3.62 0.05
H 3.49 3.36 -3.54 0.08
C 0.03 -3.17 3.90 -0.23
C 0.98 -3.64 5.03 -0.20
O 1.25 -2.51 5.89 -0.12
O -1.16 -2.53 4.31 -0.06
H -0.20 -3.94 3.17 0.08
H 0.70 -2.39 3.47 0.12
H 1.89 -4.00 4.50 0.13
H 0.69 -4.42 5.71 0.11
H 2.05 -2.04 5.47 0.08
H -1.00 -2.26 5.22 0.08
O -6.40 0.82 1.22 0.09
C -5.57 -0.02 1.48 -0.44
O -5.71 -1.26 0.94 0.01
C -4.75 -2.15 1.52 -0.13
C -3.74 -1.32 2.34 -0.14
C -4.41 0.04 2.57 -0.03
H -4.27 -2.61 0.70 0.09
H -5.32 -2.70 2.24 0.12
H -2.78 -1.33 1.83 0.09
H -3.33 -1.87 3.21 0.11
H -3.81 0.91 2.49 0.09
H -4.87 0.06 3.54 0.11
O -1.06 4.40 -0.10 0.11
C -2.22 4.56 0.16 -0.51
O -3.11 5.01 -0.71 0.01
C -4.35 5.07 0.01 -0.13
C -4.28 4.07 1.18 -0.10
C -2.76 4.23 1.51 -0.04
H -5.20 4.85 -0.66 0.14
H -4.47 6.11 0.32 0.13
H -4.44 3.11 0.81 0.07
H -4.93 4.27 2.00 0.12
H -2.24 3.43 2.02 0.12
H -2.68 5.17 2.09 0.15
O -2.93 1.19 -0.49 0.15
C -3.66 0.93 -1.38 -0.47
O -4.51 1.77 -1.94 0.04
C -5.31 1.15 -2.90 -0.19
C -5.22 -0.33 -2.67 -0.12
C -3.88 -0.49 -1.92 -0.05
H -4.97 1.48 -3.89 0.12
H -6.32 1.61 -2.87 0.14
H -5.22 -0.94 -3.58 0.12
H -6.07 -0.65 -2.02 0.13
H -3.14 -0.97 -2.54 0.09
H -3.98 -1.09 -1.05 0.08
O 1.97 -3.32 1.11 0.13
C 2.74 -2.55 0.63 -0.51
O 2.40 -1.97 -0.51 0.01
C 3.28 -0.87 -0.87 -0.07
C 4.53 -1.12 0.06 -0.11
C 4.02 -1.98 1.17 -0.07
H 2.81 0.03 -0.65 0.08
H 3.48 -0.96 -1.89 0.09
H 4.99 -0.27 0.51 0.08
H 5.31 -1.57 -0.59 0.13
H 3.74 -1.48 2.14 0.14
H 4.64 -2.84 1.41 0.13
O -2.45 2.22 -4.84 0.11
C -1.99 3.15 -4.26 -0.46
O -0.69 3.29 -3.88 -0.01
C -0.40 4.59 -3.33 -0.11
C -1.73 5.38 -3.30 -0.11
C -2.78 4.33 -3.67 -0.05
H 0.39 4.88 -4.02 0.12
H -0.09 4.49 -2.27 0.11
H -1.79 6.18 -3.99 0.10
H -1.95 5.69 -2.34 0.05
H -3.48 4.60 -4.44 0.12
H -3.30 3.96 -2.80 0.10
O 0.08 0.68 1.67 0.12
C -0.08 0.22 0.58 -0.43
O -0.35 -1.09 0.40 0.03
C -0.50 -1.44 -1.00 -0.14
C -0.07 -0.25 -1.80 -0.14
C 0.18 0.87 -0.82 -0.05
H -1.54 -1.73 -1.21 0.11
H 0.07 -2.30 -1.16 0.08
H -0.79 0.05 -2.50 0.09
H 0.87 -0.48 -2.41 0.13
H -0.51 1.66 -0.96 0.09
H 1.20 1.24 -0.91 0.09
O -0.42 -3.06 -3.45 0.08
C -0.67 -2.45 -4.49 -0.38
O -1.85 -1.81 -4.65 0.01
C -1.97 -1.19 -5.95 -0.13
C -0.57 -1.10 -6.43 -0.16
C 0.07 -2.31 -5.84 -0.06
H -2.48 -0.28 -5.95 0.09
H -2.56 -1.91 -6.55 0.14
H -0.10 -0.24 -6.08 0.08
H -0.46 -1.12 -7.53 0.14
H 1.12 -2.17 -5.72 0.10
H -0.14 -3.19 -6.44 0.14
O 2.70 -3.96 -5.18 0.11
C 2.18 -4.55 -4.28 -0.50
O 1.36 -5.62 -4.57 0.00
C 1.32 -6.43 -3.35 -0.15
C 1.28 -5.40 -2.22 -0.15
C 2.28 -4.37 -2.79 -0.09
H 2.20 -7.08 -3.30 0.13
H 0.37 -6.98 -3.46 0.13
H 1.59 -5.86 -1.26 0.12
H 0.26 -4.91 -2.16 0.11
H 3.33 -4.59 -2.49 0.15
H 2.08 -3.29 -2.66 0.11
```

---

[3]
This record from the Open Molecules 2025 dataset describes a 9-piece molecular cluster, C50H105Br2N10 overall. The level of theory is ωB97M-V with the def2-TZVPD basis set.

Output
**E**: -7661.960757 hartree
**Total charge**: +5
**HOMO level**: -16.133 eV
**Kohn-Sham gap**: 7.12 eV

Geometry as XYZ:
```
167
Properties=species:S:1:pos:R:3:lowdin_charge:R:1
C 3.74 -1.04 -2.54 -0.06
C 3.86 -2.08 -1.34 -0.16
N 4.54 -3.28 -1.83 -0.07
C 5.86 -3.40 -2.13 -0.02
C 6.23 -4.75 -2.23 0.04
N 5.06 -5.47 -1.93 -0.09
C 3.99 -4.54 -1.86 0.05
C 4.99 -6.95 -1.84 0.04
H 4.73 -0.81 -2.95 0.07
H 3.42 -0.08 -2.12 0.06
H 3.07 -1.37 -3.33 0.06
H 2.88 -2.31 -0.94 0.10
H 4.47 -1.61 -0.57 0.07
H 6.45 -2.50 -2.15 0.14
H 7.15 -5.30 -2.36 0.14
H 2.94 -4.75 -1.70 0.15
H 5.81 -7.28 -2.48 0.10
H 4.02 -7.33 -2.17 0.11
H 5.17 -7.15 -0.78 0.11
C -3.02 2.37 -5.46 -0.04
C -3.93 1.45 -4.50 -0.18
N -5.18 1.08 -5.15 -0.05
C -5.68 -0.21 -5.16 -0.01
C -6.93 -0.18 -5.78 0.04
N -7.21 1.18 -6.11 -0.07
C -6.15 1.92 -5.74 0.02
C -8.45 1.78 -6.69 0.04
H -2.20 2.82 -4.91 0.06
H -3.56 3.09 -6.08 0.07
H -2.53 1.70 -6.17 0.07
H -4.23 1.99 -3.60 0.08
H -3.40 0.54 -4.21 0.07
H -5.22 -1.02 -4.61 0.11
H -7.53 -1.02 -6.07 0.14
H -6.06 2.99 -5.80 0.16
H -8.17 2.79 -6.97 0.10
H -9.29 1.83 -5.99 0.11
H -8.77 1.27 -7.60 0.11
C -2.58 1.49 9.55 -0.02
C -1.92 1.46 8.14 -0.17
N -1.94 0.17 7.50 -0.05
C -1.01 -0.88 7.63 0.02
C -1.53 -2.01 7.00 0.00
N -2.75 -1.65 6.47 -0.10
C -2.97 -0.33 6.74 0.02
C -3.60 -2.55 5.72 0.01
H -2.10 2.25 10.18 0.09
H -2.62 0.52 10.05 0.08
H -3.65 1.63 9.41 0.08
H -0.90 1.84 8.04 0.13
H -2.44 2.13 7.45 0.12
H -0.15 -0.80 8.28 0.14
H -1.18 -3.02 6.87 0.14
H -3.83 0.19 6.35 0.17
H -4.50 -2.97 6.16 0.12
H -3.03 -3.46 5.54 0.11
H -3.96 -2.06 4.81 0.10
C -0.19 0.12 -2.83 -0.07
C 0.20 -0.13 -1.31 -0.19
C -0.99 -0.56 -0.42 -0.16
N -0.73 -0.80 1.07 -0.20
C 0.12 -2.11 1.32 0.05
C -2.07 -0.99 1.77 -0.10
C -1.92 -0.26 3.12 -0.15
C -1.07 0.94 2.76 -0.17
C -0.13 0.40 1.81 -0.16
H -0.36 -0.83 -3.32 0.07
H 0.68 0.63 -3.24 0.07
H -1.06 0.74 -3.06 0.06
H 0.59 0.83 -0.96 0.08
H 0.92 -0.95 -1.34 0.08
H -1.34 -1.53 -0.80 0.11
H -1.75 0.22 -0.37 0.05
H 0.14 -2.43 2.37 0.10
H 1.12 -2.01 0.91 0.07
H -0.35 -2.91 0.75 0.10
H -2.51 -1.99 1.75 0.14
H -2.79 -0.40 1.20 0.07
H -1.45 -0.86 3.90 0.10
H -2.88 0.13 3.47 0.11
H -0.49 1.37 3.58 0.13
H -1.68 1.78 2.44 0.11
H 0.82 0.08 2.22 0.06
H 0.08 1.07 0.98 0.11
C 3.77 4.04 7.16 -0.09
C 4.52 2.86 6.62 -0.24
C 3.65 1.97 5.70 -0.09
N 4.06 0.44 5.47 -0.20
C 5.30 0.47 4.48 0.04
C 2.87 -0.35 4.95 -0.14
C 2.82 -1.60 5.72 -0.19
C 4.00 -1.68 6.65 -0.14
C 4.39 -0.25 6.82 -0.08
H 4.47 4.69 7.70 0.10
H 2.98 3.72 7.84 0.07
H 3.26 4.69 6.44 0.09
H 5.09 2.20 7.28 0.11
H 5.27 3.32 5.98 0.12
H 3.58 2.37 4.69 0.14
H 2.71 1.81 6.23 0.11
H 5.91 -0.43 4.40 0.11
H 5.99 1.10 5.03 0.10
H 4.96 0.82 3.50 0.00
H 3.11 -0.60 3.92 0.07
H 1.92 0.18 5.00 0.12
H 2.81 -2.48 5.07 0.13
H 1.94 -1.66 6.36 0.10
H 4.76 -2.33 6.22 0.13
H 3.60 -2.10 7.58 0.13
H 5.45 -0.08 7.01 0.14
H 3.78 0.27 7.56 0.14
C -1.36 3.53 -0.87 -0.06
C -2.88 3.15 -0.60 -0.18
C -3.53 4.07 0.50 -0.08
N -5.02 3.82 0.79 -0.23
C -5.25 2.35 1.18 0.03
C -6.00 4.30 -0.27 -0.10
C -6.10 5.79 -0.06 -0.17
C -6.10 6.05 1.42 -0.12
C -5.47 4.79 1.96 -0.09
H -1.36 4.30 -1.65 0.08
H -0.76 2.70 -1.24 0.05
H -0.89 3.96 0.02 0.08
H -2.81 2.15 -0.19 0.05
H -3.34 3.16 -1.58 0.09
H -3.47 5.13 0.26 0.14
H -3.23 3.92 1.54 0.11
H -5.18 1.65 0.34 0.03
H -6.29 2.31 1.52 0.11
H -4.48 2.21 1.94 0.09
H -6.92 3.74 -0.11 0.14
H -5.80 4.11 -1.32 0.13
H -6.90 6.31 -0.60 0.14
H -5.31 6.24 -0.67 0.12
H -7.14 6.01 1.75 0.13
H -5.64 6.98 1.76 0.14
H -6.15 4.25 2.62 0.13
H -4.63 4.99 2.63 0.13
C 0.90 -0.40 -6.72 -0.10
C 2.35 -0.84 -6.79 -0.22
C 2.46 -2.44 -6.91 -0.08
N 3.92 -2.89 -7.19 -0.24
C 4.30 -2.59 -8.66 0.08
C 4.04 -4.39 -7.02 -0.11
C 5.54 -4.71 -6.84 -0.14
C 6.03 -3.45 -6.20 -0.16
C 4.91 -2.41 -6.12 -0.08
H 0.37 -0.52 -7.67 0.09
H 0.88 0.68 -6.54 0.08
H 0.36 -0.83 -5.88 0.06
H 2.89 -0.50 -5.91 0.09
H 2.80 -0.33 -7.64 0.11
H 1.84 -2.73 -7.75 0.13
H 2.02 -2.79 -5.98 0.12
H 4.45 -1.51 -8.72 0.11
H 3.60 -2.97 -9.40 0.13
H 5.28 -3.06 -8.74 0.11
H 3.58 -5.01 -7.80 0.15
H 3.48 -4.65 -6.12 0.13
H 6.05 -5.11 -7.71 0.13
H 5.73 -5.51 -6.12 0.12
H 6.82 -2.98 -6.78 0.13
H 6.42 -3.52 -5.19 0.10
H 5.21 -1.44 -6.51 0.14
H 4.49 -2.31 -5.12 0.11
Br 3.46 0.59 1.17 -0.32
Br -4.35 -0.57 -1.43 -0.37
```